1.
{
  "formula": "C5H10N3",
  "method": "ωB97M-V with the def2-TZVPD basis set",
  "lumo_energy_ev": -2.82,
  "relative_energy_kcal_mol": 117.4,
  "homo_lumo_gap_ev": 10.8576,
  "total_charge": 1,
  "species": ["C", "C", "C", "C", "C", "N", "N", "N", "H", "H", "H", "H", "H", "H", "H", "H", "H", "H"],
  "xyz": [[-3.06963, 0.18555, 0.22026], [-2.56453, 1.16141, -0.44792], [1.54751, 0.10780, -0.09964], [-1.78902, 0.74378, 0.66427], [-0.19124, -1.57725, 0.29931], [1.97579, 1.40003, 0.28705], [2.46768, -0.47047, -0.82993], [0.35064, -0.23464, 0.27072], [-3.92525, -0.45382, 0.37353], [-2.90121, 1.92218, -1.11667], [0.44552, -2.46795, 0.26761], [-1.02944, -1.74192, 1.12752], [-0.94438, -1.54362, -0.58776], [2.79078, 1.88983, -0.08005], [1.36188, 1.94925, 0.87749], [3.28007, 0.09521, -0.90386], [2.45218, -1.44290, -1.14611], [-0.25736, 0.47753, 0.82417]],
  "atomic_forces_ev_per_a": [[0.76, -1.38, 2.00], [0.36, 2.10, -0.18], [0.86, 4.07, 1.08], [-3.52, 0.16, -0.97], [-4.50, -0.42, -0.98], [-1.15, -0.90, 0.12], [-0.19, -2.12, -0.67], [1.53, -1.07, 1.32], [0.20, -0.13, 0.12], [0.56, 0.30, -0.69], [0.24, 0.69, -0.05], [2.44, 0.72, -1.06], [1.52, -0.95, 0.93], [-0.56, -0.55, 0.01], [0.26, -0.18, -0.23], [0.88, -0.40, -0.43], [0.02, 0.79, 0.18], [0.31, -0.73, -0.51]]
}

***

2.
{
  "formula": "C2H9N4O",
  "method": "ωB97M-V with the def2-TZVPD basis set",
  "lumo_energy_ev": -3.95,
  "relative_energy_kcal_mol": 15.8,
  "homo_lumo_gap_ev": 9.5944,
  "total_charge": 1,
  "species": ["N", "C", "N", "O", "H", "H", "H", "H", "N", "C", "N", "H", "H", "H", "H", "H"],
  "xyz": [[-0.43727, 0.61160, -1.21608], [0.45816, 1.45055, -0.56360], [1.77394, 1.23799, -0.97891], [0.11866, 2.22352, 0.28588], [-1.37882, 0.96831, -1.23777], [-0.12623, 0.35533, -2.14016], [2.44697, 1.81831, -0.50644], [2.02751, 0.26535, -0.88614], [-0.10190, -2.49527, 0.14564], [-1.05335, -1.78570, 0.69462], [-0.86391, -0.98002, 1.71738], [0.87081, -2.42492, 0.38993], [-0.28826, -2.94027, -0.73963], [-2.08060, -1.90644, 0.37692], [-1.57455, -0.27998, 1.88772], [0.06425, -0.72213, 2.01826]],
  "atomic_forces_ev_per_a": [[0.00, -0.36, -0.35], [0.36, -0.32, -0.16], [-0.15, -0.30, 0.20], [-0.28, 0.62, 0.50], [-0.11, 0.17, 0.16], [-0.01, -0.04, -0.16], [-0.04, 0.23, 0.20], [0.20, -0.06, -0.45], [-0.40, -0.13, -0.58], [0.46, 0.39, 0.87], [-0.18, 0.20, -0.61], [0.11, 0.15, 0.26], [-0.11, -0.30, 0.13], [0.10, -0.01, -0.39], [-0.05, -0.19, 0.31], [0.09, -0.04, 0.08]]
}

***

3.
{
  "formula": "C22H40Cl2NSe2SiW",
  "method": "ωB97M-V with the def2-TZVPD basis set",
  "lumo_energy_ev": -10.75,
  "homo_lumo_gap_ev": 6.9323,
  "total_charge": 3,
  "species": ["W", "C", "Se", "C", "C", "Se", "C", "H", "H", "H", "H", "H", "H", "H", "H", "H", "H", "C", "C", "C", "C", "Si", "C", "C", "C", "C", "C", "C", "C", "C", "H", "H", "H", "H", "H", "H", "H", "H", "H", "H", "H", "H", "H", "H", "H", "H", "H", "H", "H", "H", "H", "H", "H", "H", "H", "H", "H", "Cl", "C", "C", "C", "C", "C", "Cl", "C", "N", "H", "H", "H"],
  "xyz": [[-0.76653, -0.38363, -0.68788], [-1.58454, -3.71191, -2.46912], [-0.38337, -3.01770, -1.09714], [1.33418, -3.16622, -2.01234], [1.71050, -1.98257, -2.86717], [1.62879, -0.25746, -1.95662], [3.30813, -0.39005, -0.99454], [-1.51917, -4.79411, -2.40544], [-1.28304, -3.36207, -3.45199], [-2.59395, -3.38612, -2.23198], [1.25995, -4.07492, -2.61028], [2.04821, -3.35451, -1.21635], [1.08413, -1.87594, -3.74607], [2.74314, -2.07044, -3.20405], [4.07073, -0.33296, -1.76642], [3.37559, -1.32046, -0.43966], [3.38524, 0.47149, -0.34029], [-3.18948, -0.26413, -0.20212], [-2.20329, -0.54592, 0.95079], [-2.37355, 0.41642, 2.11427], [-2.31724, -2.00445, 1.41456], [0.57801, 0.26428, 1.40775], [1.52710, -1.02779, 2.36107], [1.58595, -2.36837, 1.63108], [0.77118, -1.22133, 3.70035], [2.98169, -0.58911, 2.63329], [0.74318, 2.05244, 1.91037], [1.13194, 2.26745, 3.38241], [-0.51190, 2.90181, 1.65969], [1.88809, 2.51593, 0.97663], [-4.13300, -0.76596, 0.02825], [-2.94501, -0.73495, -1.18903], [-3.35725, 0.79231, -0.34581], [-3.34948, 0.25164, 2.57875], [-2.32526, 1.45537, 1.80234], [-1.62538, 0.23684, 2.89893], [-3.17411, -2.04672, 2.09541], [-1.45509, -2.35508, 1.97184], [-2.53055, -2.70497, 0.61098], [0.60503, -2.80893, 1.48682], [2.16231, -3.08200, 2.23107], [2.09092, -2.28682, 0.66467], [-0.23343, -1.63854, 3.57199], [0.69528, -0.30214, 4.28439], [1.33704, -1.94032, 4.30475], [3.54184, -0.33482, 1.72834], [3.49472, -1.43973, 3.09359], [3.06207, 0.23703, 3.32782], [0.37449, 1.89107, 4.07308], [1.19347, 3.35037, 3.53901], [2.09920, 1.85959, 3.65423], [-1.21712, 2.80025, 2.48612], [-1.02260, 2.68666, 0.72762], [-0.20824, 3.95410, 1.62834], [2.84380, 2.02820, 1.20706], [2.03359, 3.59089, 1.13967], [1.65819, 2.39363, -0.09011], [-1.34320, -0.58026, -3.30254], [-1.42420, 1.16631, -3.61406], [-1.69380, 1.64505, -4.85819], [-1.77287, 3.04181, -4.97711], [-1.59822, 3.87350, -3.88336], [-1.33935, 3.34149, -2.62809], [-1.13189, 4.38217, -1.29362], [-1.23901, 1.96079, -2.47039], [-1.00293, 1.27705, -1.28275], [-1.85090, 0.99309, -5.70747], [-1.98396, 3.47552, -5.94689], [-1.66479, 4.94883, -3.98845]],
  "atomic_forces_ev_per_a": [[-0.44, 1.69, -0.67], [0.01, 0.01, -0.02], [-0.15, -0.24, -0.06], [0.02, -0.04, -0.02], [0.04, 0.00, -0.01], [-0.17, 0.05, 0.19], [-0.03, -0.08, 0.00], [-0.02, -0.03, -0.02], [0.00, 0.00, -0.01], [-0.03, -0.02, 0.00], [0.02, -0.03, -0.02], [0.09, -0.02, 0.02], [-0.06, -0.03, -0.08], [0.05, -0.02, -0.05], [0.09, 0.01, 0.02], [0.07, 0.07, -0.04], [0.04, 0.05, 0.00], [0.36, 0.00, 0.36], [0.37, 0.15, 0.14], [-0.15, -0.05, -0.14], [-0.15, 0.18, 0.11], [-0.35, -0.13, -0.14], [0.17, -0.17, 0.07], [0.12, -0.16, 0.06], [0.06, -0.02, 0.14], [0.12, -0.10, 0.04], [-0.37, 0.15, 0.18], [0.05, 0.24, 0.02], [0.15, 0.32, 0.14], [0.19, 0.04, -0.05], [0.08, -0.23, -0.01], [0.05, -0.04, -0.03], [-0.19, 0.16, -0.08], [0.02, -0.03, 0.05], [-0.11, -0.24, -0.01], [-0.05, 0.01, -0.02], [0.02, -0.06, -0.03], [0.09, -0.02, 0.04], [0.00, -0.07, -0.09], [-0.16, -0.08, -0.03], [-0.06, 0.08, -0.06], [-0.08, -0.03, 0.09], [0.13, 0.06, -0.01], [0.02, -0.06, -0.04], [-0.06, 0.07, -0.06], [-0.10, -0.05, 0.12], [-0.01, 0.07, -0.01], [-0.01, 0.09, 0.05], [0.04, 0.03, -0.07], [0.00, -0.10, 0.03], [0.02, -0.05, 0.00], [0.18, 0.13, -0.05], [0.05, -0.01, -0.02], [-0.01, -0.10, 0.02], [-0.12, 0.07, -0.02], [0.02, -0.13, -0.02], [-0.03, 0.02, 0.05], [-0.07, 0.16, -0.40], [0.03, -0.34, 0.20], [-0.04, 0.23, -0.12], [-0.01, -0.02, -0.04], [-0.04, -0.02, -0.18], [0.04, 0.25, 0.13], [0.01, 0.08, -0.02], [0.13, -0.52, 0.47], [0.09, -1.11, -0.06], [0.01, 0.04, 0.02], [0.01, -0.02, 0.03], [-0.01, -0.04, -0.03]]
}